(1)
C6H13O5Sc | ωB97M-V/def2-TZVPD

Results
LUMO energy (alpha / beta) = -5.5 / -5.6 eV
Spin multiplicity = 2
Expectation value of S² = 0.76
Charge = +1
HOMO-LUMO gap (alpha / beta) = 5.85 / 7.49 eV
Relative energy (zero: lowest compared OMol25 entry of this formula, charge and spin) = 40.7 kJ/mol

Each line ends with the natural charge from an NBO analysis.
Geometry (Å):
O -0.098 -2.227 0.258  -0.86
C -1.075 -1.308 0.085  0.10
C -1.001 -0.032 0.879  -0.18
O -0.144 -0.255 2.015  -0.60
C 0.536 0.864 2.584  -0.11
C 1.751 0.300 3.322  -0.10
O 2.468 -0.584 2.522  -0.88
Sc 1.367 -1.598 1.332  2.15
H -2.056 -1.796 0.197  0.19
H -1.993 0.314 1.206  0.24
H -0.542 0.782 0.286  0.19
H -0.137 1.421 3.253  0.23
H 0.862 1.534 1.769  0.19
H 1.391 -0.192 4.250  0.19
H 2.366 1.162 3.644  0.21
H -0.477 -1.062 -1.606  0.07
O 1.250 -0.466 -2.921  -0.71
C -1.140 1.210 -2.876  -0.26
O -0.919 -0.001 -3.571  -0.51
C -0.075 -0.890 -2.926  0.27
H -1.916 1.761 -3.417  0.22
H -1.484 0.995 -1.849  0.15
H -0.227 1.824 -2.815  0.17
H -0.128 -1.836 -3.476  0.19
H 1.420 0.080 -2.147  0.46

Atomic forces in eV per Å
O 0.92 1.21 0.44
C -1.95 -1.36 1.07
C -0.08 0.87 -1.01
O 0.71 -1.21 -0.08
C 0.51 1.09 0.44
C -0.42 1.21 1.37
O -0.89 -0.48 -0.93
Sc 0.83 -0.97 0.29
H 0.14 0.34 -0.80
H 0.30 -0.21 -0.10
H -0.09 -0.09 0.20
H 0.20 -0.20 -0.19
H -0.12 -0.18 0.16
H 0.27 0.08 -0.37
H -0.15 -0.38 -0.13
H 0.53 0.51 -3.49
O 0.53 -0.11 0.48
C 0.09 0.13 0.06
O -0.06 -0.35 0.49
C -1.15 -0.05 2.23
H 0.25 -0.13 0.17
H -0.06 0.05 -0.21
H -0.22 -0.11 -0.13
H -0.06 0.20 0.35
H -0.05 0.15 -0.32

---

(2)
C24H30HfNOS | ωB97M-V/def2-TZVPD

Results
LUMO energy = -10.3 eV
Charge = +3
HOMO-LUMO gap = 7.31 eV
Relative energy (zero: lowest compared OMol25 entry of this formula, charge and spin) = 0.0 kJ/mol

Each line ends with the natural charge from an NBO analysis.
Geometry (Å):
Hf -0.728 -0.709 1.269  2.41
C 0.943 -3.036 -1.387  -0.66
C 0.553 -2.917 0.051  0.02
C -0.698 -3.361 0.517  -0.23
C -1.031 -3.305 1.878  -0.24
C -0.129 -2.772 2.809  -0.27
C 1.113 -2.302 2.357  -0.25
C 1.440 -2.372 0.997  -0.18
H 1.606 -3.899 -1.499  0.29
H 1.491 -2.156 -1.724  0.25
H 0.081 -3.197 -2.031  0.25
H -1.403 -3.793 -0.185  0.28
H -1.983 -3.698 2.216  0.29
H -0.376 -2.749 3.863  0.30
H 1.829 -1.903 3.066  0.29
H 2.410 -2.019 0.667  0.27
C -3.278 -0.698 -0.636  -0.42
N -2.845 -0.339 0.743  -0.58
C -3.822 -0.882 1.734  -0.43
C -2.764 1.161 0.884  -0.28
C -2.011 1.593 2.143  -0.04
C -2.411 2.769 2.764  -0.19
C -1.763 3.209 3.911  -0.11
C -0.719 2.473 4.467  -0.20
C -0.318 1.295 3.865  -0.09
C -0.938 0.833 2.691  -0.75
H -4.249 -0.245 -0.846  0.25
H -3.378 -1.779 -0.719  0.23
H -2.552 -0.334 -1.364  0.23
H -4.813 -0.476 1.522  0.25
H -3.533 -0.594 2.745  0.25
H -3.869 -1.967 1.649  0.23
H -3.780 1.561 0.904  0.26
H -2.291 1.549 -0.023  0.24
H -3.242 3.338 2.365  0.25
H -2.089 4.125 4.386  0.26
H -0.236 2.816 5.371  0.26
H 0.487 0.726 4.315  0.22
C 4.038 0.604 -5.683  -0.66
C 3.190 0.801 -4.469  0.12
C 3.687 0.482 -3.193  -0.21
C 2.941 0.707 -2.059  -0.13
C 1.657 1.253 -2.197  -0.40
C 1.134 1.568 -3.456  -0.13
C 1.906 1.339 -4.579  -0.21
S 0.634 1.645 -0.871  1.28
C 1.712 2.282 0.392  -0.79
O 0.171 0.235 -0.209  -1.08
H 4.802 -0.154 -5.524  0.24
H 4.546 1.541 -5.925  0.27
H 3.435 0.332 -6.548  0.25
H 4.684 0.071 -3.102  0.25
H 3.362 0.475 -1.089  0.21
H 0.148 2.007 -3.551  0.24
H 1.515 1.593 -5.555  0.26
H 2.516 1.579 0.599  0.25
H 1.105 2.475 1.276  0.27
H 2.115 3.219 0.005  0.30

Atomic forces in eV per Å
Hf 0.21 0.11 -0.64
C 0.00 0.01 0.00
C -0.04 -0.01 0.04
C -0.01 -0.01 0.06
C -0.05 -0.02 0.07
C -0.05 0.01 0.05
C -0.02 -0.01 0.04
C 0.00 0.02 0.05
H 0.00 0.00 0.00
H 0.00 0.00 0.00
H 0.00 0.00 0.00
H 0.00 0.01 -0.01
H 0.00 0.00 0.00
H 0.00 0.01 0.00
H 0.00 0.01 -0.01
H -0.01 0.02 0.00
C -0.04 -0.02 0.00
N -0.03 0.00 -0.04
C -0.02 -0.01 0.04
C 0.01 0.03 0.08
C -0.03 -0.06 0.01
C 0.01 -0.02 -0.01
C 0.01 0.01 0.01
C -0.01 0.01 -0.01
C 0.00 0.01 -0.02
C 0.08 -0.16 0.20
H 0.01 0.01 0.00
H 0.01 0.00 0.01
H 0.00 0.00 0.00
H 0.00 0.01 0.00
H 0.00 -0.01 0.00
H 0.01 0.00 -0.01
H -0.01 -0.03 -0.01
H 0.00 0.00 -0.01
H 0.00 0.00 0.00
H 0.00 0.00 0.00
H 0.00 0.01 0.00
H 0.00 0.00 0.00
C -0.01 0.00 0.01
C 0.02 -0.01 -0.02
C 0.00 0.01 0.02
C 0.01 0.00 -0.04
C 0.03 -0.01 0.02
C 0.02 -0.01 -0.02
C -0.02 0.01 0.01
S -0.12 -0.04 -0.09
C 0.01 -0.01 0.02
O 0.04 0.12 0.17
H 0.00 0.00 0.00
H 0.00 0.00 0.00
H 0.00 0.00 0.00
H 0.00 0.00 -0.01
H -0.01 0.00 0.01
H 0.00 0.00 0.00
H 0.00 0.00 0.00
H 0.01 0.01 0.02
H 0.00 0.00 0.00
H 0.00 0.00 -0.01

---

(3)
CH10O3S2 | ωB97M-V/def2-TZVPD

Results
LUMO energy (alpha / beta) = 3.2 / 3.6 eV
Spin multiplicity = 2
Expectation value of S² = 0.75
Charge = -1
HOMO-LUMO gap (alpha / beta) = 2.48 / 9.11 eV
Relative energy (zero: lowest compared OMol25 entry of this formula, charge and spin) = 120.5 kJ/mol

Each line ends with the natural charge from an NBO analysis.
Geometry (Å):
C 0.384 0.548 2.677  -0.78
S 0.111 0.759 0.899  -0.20
S 1.881 1.432 0.170  -0.41
H 0.874 1.429 3.053  0.21
H 0.713 -0.433 2.938  0.21
H -0.641 0.670 3.057  0.22
H 2.441 0.272 -0.221  0.10
H -2.139 1.140 -1.859  0.45
H -3.538 0.960 -1.430  0.39
O -2.921 0.624 -2.112  -1.13
H -2.184 -2.594 -1.686  0.45
H -1.815 -1.191 -2.164  0.49
O -1.587 -1.861 -1.498  -1.00
H -0.032 -2.624 -0.412  0.49
H 1.203 -2.044 -0.951  0.46
O 0.871 -2.902 -0.645  -0.97

Atomic forces in eV per Å
C -1.88 0.85 -0.40
S -1.66 -0.50 0.23
S 1.68 0.47 -0.59
H 0.87 -0.13 0.26
H 0.77 -0.37 0.28
H 0.18 -0.31 0.05
H 0.03 0.03 0.10
H 0.23 -0.09 -0.11
H -0.01 -0.44 -0.22
O -0.16 0.58 0.22
H 0.01 0.06 0.02
H -0.19 0.12 0.48
O -0.08 -0.23 -0.31
H 0.11 -0.25 -0.22
H 0.11 -0.36 0.00
O -0.01 0.57 0.23

---

(4)
C4HO2 | ωB97M-V/def2-TZVPD

Results
LUMO energy (alpha / beta) = 3.3 / 2.3 eV
Charge = -1
HOMO-LUMO gap (alpha / beta) = 8.43 / 7.40 eV
Relative energy (zero: lowest compared OMol25 entry of this formula, charge and spin) = 444.3 kJ/mol

Each line ends with the Löwdin charge.
Geometry (Å):
C -0.274 0.662 1.435  0.00
C 0.028 0.481 -0.030  -0.11
C -0.795 0.126 -1.252  -0.79
C 1.008 0.547 0.932  -0.08
O -1.114 -1.065 -1.345  -0.03
O -1.146 1.063 -1.964  -0.03
H 2.294 -1.814 2.224  0.04

Atomic forces in eV per Å
C 1.41 -0.04 -1.29
C 0.66 -0.56 2.19
C -0.93 -0.23 -0.50
C -2.17 0.16 -0.78
O 0.65 -0.53 0.62
O 0.37 1.18 -0.22
H 0.01 0.02 -0.01

---

(5)
C5H16BeClO3P3 | ωB97M-V/def2-TZVPD

Results
LUMO energy = -10.9 eV
Charge = +2
HOMO-LUMO gap = 4.04 eV

Each line ends with the natural charge from an NBO analysis.
Geometry (Å):
C 3.913 -1.027 -0.566  -0.66
C 2.379 -1.217 -0.753  0.09
O 1.913 -2.447 -0.271  -0.68
C 1.652 -0.015 -0.028  -0.15
O 0.393 0.165 -0.732  -0.74
P -0.887 0.635 0.224  0.71
P -2.296 -0.811 -0.763  0.71
C -3.768 0.207 -1.361  -0.93
C -3.017 -1.753 0.711  -0.92
P 0.319 2.286 1.189  0.83
O 0.913 3.332 0.028  -0.95
Cl -1.059 3.352 2.322  -0.18
H 4.344 -0.323 -1.295  0.24
H 4.448 -1.983 -0.670  0.26
H 4.108 -0.608 0.439  0.19
H 2.163 -1.078 -1.823  0.21
H 2.349 -2.559 0.574  0.47
H 1.542 -0.321 1.029  0.20
H 2.323 0.855 -0.157  0.21
H -1.727 1.685 -0.295  0.12
H -1.226 0.096 1.499  0.09
H -4.413 0.454 -0.495  0.25
H -3.434 1.163 -1.791  0.25
H -4.394 -0.378 -2.050  0.29
H -2.207 -2.389 1.093  0.26
H -3.333 -0.990 1.446  0.23
H -3.910 -2.317 0.409  0.29
H 0.714 2.923 -0.830  0.52
Be 2.197 3.064 2.919  0.80

Atomic forces in eV per Å
C -0.27 0.10 0.33
C 0.86 1.21 -0.02
O -0.28 0.58 -0.39
C 1.74 -1.17 -1.01
O -1.33 1.10 2.40
P -1.39 -2.32 -2.80
P -1.49 -0.79 -0.42
C 0.18 0.16 1.14
C 0.54 1.21 -0.40
P 2.62 3.95 1.66
O -1.46 -1.81 1.30
Cl 0.54 -0.75 -1.03
H -0.30 -0.22 0.19
H -0.30 0.31 0.03
H 0.13 -0.32 -0.27
H -0.27 -0.58 0.30
H 0.14 -0.54 0.32
H -0.24 0.35 -0.32
H -0.61 -0.09 0.19
H 0.54 0.03 0.69
H 0.43 0.46 -0.11
H 0.29 -0.11 -0.35
H -0.17 -0.47 -0.26
H 0.53 0.18 0.00
H -0.50 0.00 0.04
H 0.05 -0.56 -0.04
H 0.42 0.03 -0.06
H 0.24 0.42 -0.48
Be -0.63 -0.36 -0.63

---

(6)
C29H48BCuN10S3 | ωB97M-V/def2-TZVPD

Results
LUMO energy (alpha / beta) = 2.5 / 2.5 eV
Spin multiplicity = 2
Expectation value of S² = 0.76
Charge = -1
HOMO-LUMO gap (alpha / beta) = 5.86 / 5.37 eV

Each line ends with the Löwdin charge.
Geometry (Å):
Cu 1.065 -0.518 -0.604  0.04
C -1.018 -5.784 1.596  -0.06
C -0.157 -4.557 1.243  -0.54
C 1.175 -4.599 2.004  -0.04
C 0.140 -4.586 -0.265  -0.10
N -0.911 -3.294 1.700  0.01
C -1.355 -3.153 3.032  -0.09
C -2.096 -2.053 3.090  -0.11
N -2.096 -1.384 1.860  0.04
B -2.646 0.107 1.823  -0.54
N -1.696 1.131 2.551  0.04
C -2.181 2.395 2.778  -0.15
C -1.207 3.238 3.155  -0.08
N -0.039 2.480 3.277  -0.01
C -0.331 1.171 2.908  -0.71
S 0.774 -0.041 2.925  0.68
C 1.328 3.018 3.685  -0.55
C 1.889 2.201 4.862  -0.09
C 2.289 2.962 2.477  -0.07
C 1.201 4.472 4.108  -0.09
N -3.116 0.541 0.349  0.04
C -4.130 -0.196 -0.246  -0.12
C -4.237 0.087 -1.549  -0.09
N -3.400 1.188 -1.812  -0.01
C -2.664 1.459 -0.652  -0.74
S -1.416 2.493 -0.544  0.68
C -3.498 1.958 -3.145  -0.53
C -3.193 0.992 -4.295  -0.04
C -2.552 3.156 -3.268  -0.12
C -4.928 2.502 -3.254  -0.06
C -1.278 -2.120 1.019  -0.68
S -0.790 -1.666 -0.472  0.74
H -0.530 -6.678 1.155  0.08
H -2.040 -5.727 1.144  0.10
H -1.078 -5.913 2.694  0.07
H 1.654 -5.538 1.688  0.08
H 1.031 -4.616 3.111  0.09
H 1.845 -3.752 1.719  0.10
H 0.563 -5.578 -0.514  0.08
H 0.865 -3.792 -0.512  0.05
H -0.783 -4.488 -0.851  0.07
H -1.058 -3.886 3.799  0.12
H -2.697 -1.686 3.913  0.12
H -3.680 0.081 2.454  0.11
H -3.231 2.597 2.654  0.11
H -1.281 4.269 3.399  0.09
H 2.535 1.357 4.506  0.05
H 1.066 1.771 5.482  0.09
H 2.512 2.859 5.507  0.07
H 2.449 1.931 2.100  0.02
H 3.288 3.315 2.818  0.09
H 1.952 3.601 1.640  0.09
H 0.568 4.599 5.012  0.09
H 0.836 5.096 3.268  0.08
H 2.241 4.827 4.357  0.09
H -4.684 -0.936 0.315  0.12
H -4.901 -0.300 -2.292  0.10
H -2.141 0.626 -4.297  0.08
H -3.389 1.483 -5.263  0.09
H -3.857 0.097 -4.231  0.08
H -1.494 2.822 -3.281  0.04
H -2.721 3.896 -2.452  0.06
H -2.784 3.689 -4.233  0.09
H -5.695 1.700 -3.376  0.08
H -4.984 3.164 -4.126  0.08
H -5.198 3.136 -2.399  0.09
N 2.158 -2.266 -5.539  0.11
C 1.621 -1.246 -4.823  -0.39
C 1.455 -1.363 -3.437  -0.08
N 0.936 -0.389 -2.690  0.01
C 0.587 0.733 -3.370  -0.11
C 0.765 0.850 -4.737  -0.14
N 1.280 -0.130 -5.472  0.11
H 2.710 -2.977 -5.052  0.10
H 2.472 -2.044 -6.469  0.09
H 1.705 -2.304 -2.933  0.12
H 0.108 1.515 -2.787  0.06
H 0.492 1.765 -5.261  0.11
C 4.443 1.396 -0.502  -0.09
C 3.868 0.036 -0.177  -0.83
C 4.363 -0.436 1.178  -0.08
C 4.185 -0.953 -1.270  -0.10
N 2.473 0.279 0.029  -0.08
H 5.535 1.326 -0.680  0.07
H 4.280 2.118 0.320  0.07
H 3.990 1.779 -1.459  0.09
H 5.480 -0.556 1.123  0.08
H 3.944 -1.428 1.466  0.08
H 4.167 0.302 1.964  0.06
H 5.306 -1.037 -1.355  0.08
H 3.790 -0.634 -2.264  0.06
H 3.785 -1.963 -1.048  0.07

Atomic forces in eV per Å
Cu -1.04 -0.58 -0.19
C -0.19 -0.18 -0.11
C -0.35 1.04 0.23
C 0.23 0.03 0.15
C 0.01 -0.02 0.07
N -0.03 0.78 -0.12
C 0.62 -1.56 -0.61
C -0.91 1.02 0.00
N 1.14 -1.07 0.21
B 0.36 0.15 -0.34
N 1.36 0.13 0.21
C -0.57 0.39 -0.15
C 0.07 -0.81 0.32
N -0.05 0.04 -0.20
C -1.00 0.91 -0.42
S 0.37 -1.31 -0.06
C -0.36 -0.80 -0.71
C 0.38 -0.63 0.41
C 0.57 -0.30 0.01
C 0.37 0.70 0.22
N 0.10 1.14 -1.56
C 0.37 -0.68 0.47
C -0.10 1.23 -0.02
N 0.28 -0.02 0.03
C -1.27 -2.40 0.30
S 1.45 1.05 0.72
C 0.17 -0.28 0.85
C -0.20 -0.90 -0.09
C 0.14 0.67 -0.14
C -0.60 -0.21 -0.25
C -0.62 -0.89 2.95
S -0.52 0.41 -2.45
H -0.20 0.40 0.38
H 0.77 0.13 0.48
H -0.18 -0.04 -0.59
H 0.12 0.19 0.29
H 0.15 0.06 -0.85
H -0.66 -0.53 0.27
H 0.00 0.35 0.29
H -0.50 -0.44 -0.14
H 0.38 0.23 0.11
H -0.49 0.62 -0.57
H 0.33 0.12 -0.11
H -0.04 -0.08 0.11
H -0.02 0.12 -0.19
H 0.07 0.44 0.12
H -0.74 0.75 0.35
H 0.64 0.31 -0.45
H -0.34 -0.27 -0.31
H -0.45 0.56 0.08
H -0.53 0.00 -0.15
H 0.05 -0.30 0.40
H 0.27 -0.01 -0.57
H 0.07 -0.25 0.55
H -1.05 -0.29 -0.20
H 0.20 0.01 -0.04
H -0.21 -0.11 -0.10
H -0.69 0.36 0.19
H 0.06 -0.09 0.35
H 0.48 0.57 -0.14
H -0.75 0.49 0.11
H 0.36 -0.66 -0.58
H 0.15 -0.68 0.68
H 0.56 0.55 0.18
H -0.03 -0.26 -0.03
H 0.16 -0.36 0.01
N 0.62 -1.30 -0.34
C -0.12 1.06 0.49
C -0.42 -0.14 0.58
N -0.03 0.20 -1.85
C -0.20 -0.07 0.58
C -0.04 -0.06 0.41
N 0.29 -0.50 -0.19
H -0.45 0.63 -0.28
H -0.03 0.07 0.05
H 0.01 0.39 -0.06
H 0.22 -0.08 0.06
H -0.01 -0.18 0.15
C 1.07 0.81 -0.89
C -1.77 0.63 0.76
C 1.64 -0.82 0.34
C 1.21 -0.74 -0.83
N 1.18 0.76 0.49
H -0.19 0.13 0.03
H -0.13 -0.38 -0.47
H 0.26 -0.22 0.96
H -0.64 -0.02 0.16
H 0.07 0.75 -0.21
H -0.21 -0.20 -0.20
H -0.77 -0.12 -0.17
H 0.23 -0.08 0.74
H 0.09 0.52 0.00